19
Properties=species:S:1:pos:R:3:mulliken_charge:R:1 method="wB97M-V/def2-TZVPD" e_lumo_ev=3.8 multiplicity=1 total_energy_ha=-422.8617 charge=-1 gap_ev=8.200
O -0.331 1.759 -2.188 -0.806
C -0.114 1.705 -0.948 0.499
O -0.079 2.667 -0.194 -0.688
C 0.466 0.283 -0.372 -0.666
C -0.331 -0.281 0.877 0.802
C 0.317 0.329 2.151 -1.512
C -0.385 -1.760 0.926 -1.444
H 1.524 0.546 -0.143 0.250
H 0.571 -0.478 -1.146 0.326
H -1.455 0.220 0.805 0.175
H 1.410 0.317 2.077 0.342
H 0.144 -0.078 3.058 0.487
H -0.090 1.379 2.122 0.279
H 0.779 -2.094 0.936 0.216
H -0.893 -2.114 0.002 0.350
H -0.808 -2.156 1.847 0.409
H 0.501 -0.341 -3.323 0.272
H -0.828 0.447 -3.047 0.402
O -0.399 -0.351 -3.440 -0.694